Formula: C8H13NOS2
Source: the Open Molecules 2025 dataset
Level of theory: the ωB97M-V functional and the def2-TZVPD basis

Output
Multiplicity   1
Gap between HOMO and LUMO   7.41 eV
Charge   0

The geometry in XYZ format:
```
25
C8H13NOS2 the ωB97M-V functional and the def2-TZVPD basis
C 2.629 -0.631 -0.124
C 3.028 1.009 -0.031
C 0.285 -0.063 -0.372
C 0.335 0.437 -1.811
C -1.748 -1.370 -0.192
C -1.851 1.189 0.064
C -0.813 -0.150 1.886
C -1.045 -0.026 0.307
N 1.301 -0.915 0.002
O 4.170 1.314 -0.195
S 3.843 -1.699 -0.201
S 1.687 1.924 0.400
H 1.371 0.708 -2.153
H -0.154 1.455 -1.848
H -0.194 -0.236 -2.435
H -2.703 -1.478 0.349
H -1.028 -2.301 0.156
H -2.007 -1.221 -1.291
H -2.227 1.449 1.071
H -1.199 2.037 -0.330
H -2.693 0.807 -0.633
H -1.000 -1.208 2.180
H -1.383 0.484 2.591
H 0.264 0.118 2.014
H 1.131 -1.635 0.596
```

So, what does the Mulliken scheme give us? The charges, in e, come out as: number 1, C, carries -0.1185; number 2, C, carries 0.4643; number 3, C, carries -0.7325; number 4, C, carries -1.0878; number 5, C, carries -1.5021; number 6, C, carries -1.4354; number 7, C, carries -1.3598; number 8, C, carries 2.2068; number 9, N, carries -0.0195; number 10, O, carries -0.5228; number 11, S, carries -0.2228; number 12, S, carries -0.1808; number 13, H, carries 0.3754; number 14, H, carries 0.2890; number 15, H, carries 0.4028; number 16, H, carries 0.4331; number 17, H, carries 0.3151; number 18, H, carries 0.3939; number 19, H, carries 0.3421; number 20, H, carries 0.3090; number 21, H, carries 0.2750; number 22, H, carries 0.3264; number 23, H, carries 0.3910; number 24, H, carries 0.3180; number 25, H, carries 0.3399



Formula: C8H13NSi
Source: the Open Molecules 2025 dataset
Level of theory: the ωB97M-V functional and the def2-TZVPD basis

Output
Multiplicity   1
Gap between HOMO and LUMO   9.64 eV
Charge   0
Structure (SMILES)   CN[Si@@H](C)c1ccccc1

The geometry in XYZ format:
```
23
C8H13NSi the ωB97M-V functional and the def2-TZVPD basis
C -2.985 -1.424 0.376
N -1.707 -1.169 -0.180
Si -0.918 0.318 -0.650
C -1.537 1.850 0.247
C 0.928 0.113 -0.226
C 1.810 -0.371 -1.192
C 3.194 -0.308 -1.011
C 3.750 0.250 0.165
C 2.843 0.601 1.213
C 1.465 0.493 0.960
H -3.487 -0.819 1.036
H -3.678 -1.596 -0.457
H -2.999 -2.371 1.060
H -1.345 -1.963 -0.662
H -1.102 0.590 -2.148
H -2.206 1.572 1.131
H -0.659 2.324 0.504
H -2.096 2.385 -0.463
H 1.464 -0.620 -2.261
H 3.877 -0.775 -1.819
H 4.869 0.413 0.241
H 3.220 1.158 2.119
H 0.859 0.987 1.684
```

So, what does the Mulliken scheme give us? The charges, in e, come out as: number 1, C, carries -0.9192; number 2, N, carries -0.1271; number 3, Si, carries 0.1285; number 4, C, carries -1.1811; number 5, C, carries 0.1456; number 6, C, carries -0.3093; number 7, C, carries -0.3535; number 8, C, carries -0.3183; number 9, C, carries -0.5696; number 10, C, carries 0.0339; number 11, H, carries 0.3509; number 12, H, carries 0.3088; number 13, H, carries 0.2723; number 14, H, carries 0.2237; number 15, H, carries -0.1577; number 16, H, carries 0.2571; number 17, H, carries 0.4546; number 18, H, carries 0.3634; number 19, H, carries 0.1858; number 20, H, carries 0.2482; number 21, H, carries 0.3086; number 22, H, carries 0.2918; number 23, H, carries 0.3625



Formula: C8H13O4P2
Source: the Open Molecules 2025 dataset
Level of theory: the ωB97M-V functional and the def2-TZVPD basis

Output
Multiplicity   1
Gap between HOMO and LUMO   5.60 eV
Charge   +1

The geometry in XYZ format:
```
27
C8H13O4P2 the ωB97M-V functional and the def2-TZVPD basis
C -3.840 0.679 0.728
C -3.565 0.289 -0.553
C -2.663 0.730 1.427
C -2.164 0.092 -0.530
C -1.448 -0.670 -1.539
C 4.243 1.375 1.303
C 1.139 -1.428 1.554
C -1.626 -0.920 -2.790
O -0.109 -0.801 -1.169
O -1.607 0.410 0.699
O 2.873 1.841 1.232
O 1.882 -0.250 1.420
P 1.012 0.196 -1.939
P 1.475 1.165 0.923
H -4.839 0.838 1.068
H -4.357 0.288 -1.420
H -2.400 0.964 2.445
H 4.595 1.467 2.295
H 4.847 2.112 0.596
H 4.282 0.409 0.775
H 0.402 -1.671 0.686
H 0.487 -1.446 2.456
H 1.745 -2.258 1.711
H -0.851 -1.474 -3.209
H -2.351 -0.659 -3.609
H 2.170 -0.727 -1.631
H 0.668 -0.548 -2.930
```

So, what does the Mulliken scheme give us? The charges, in e, come out as: number 1, C, carries -0.5252; number 2, C, carries -0.5627; number 3, C, carries -0.3377; number 4, C, carries 0.0296; number 5, C, carries 0.8216; number 6, C, carries -0.4899; number 7, C, carries -0.3811; number 8, C, carries -1.0745; number 9, O, carries -0.3898; number 10, O, carries 0.0623; number 11, O, carries -0.2616; number 12, O, carries -0.1827; number 13, P, carries 0.0841; number 14, P, carries 0.5983; number 15, H, carries 0.4580; number 16, H, carries 0.3166; number 17, H, carries 0.4314; number 18, H, carries 0.2834; number 19, H, carries 0.2467; number 20, H, carries 0.2899; number 21, H, carries 0.1195; number 22, H, carries 0.2728; number 23, H, carries 0.3548; number 24, H, carries 0.4774; number 25, H, carries 0.2620; number 26, H, carries 0.0941; number 27, H, carries 0.0028



no.,LUMO level (Ha),E_HOMO (Eh)
1,-0.041,-0.31347
2,0.034,-0.32014
3,-0.203,-0.40890